Record 1
18
Properties=species:S:1:pos:R:3:lowdin_charge:R:1 method="wB97M-V/def2-TZVPD" e_lumo_ev=-0.34 multiplicity=1 energy_ev=-7885.658 orbital_gap_ev=6.843 e_above_lowest_kcal_mol=112.4 homo_ev=-7.18
C -1.4447 1.4024 0.7965 -0.0573
N -2.6532 -0.6833 -0.6485 0.0070
C -1.2309 -0.7442 -0.4176 -0.3212
C -0.5925 0.3716 0.1448 -0.2664
C 0.8397 0.4258 0.1982 -0.1092
C 1.7578 -0.5125 -0.0421 -0.1530
C 3.1926 -0.1373 -0.2053 -0.1164
H -2.3543 1.5501 0.2145 0.0674
H -0.9089 2.3409 0.9048 0.0742
H -1.7760 1.0682 1.7923 0.0975
H -3.0463 -1.5910 -0.8948 0.0229
H -1.8641 -1.3485 0.3697 0.1915
H -0.5912 -1.1460 -1.2007 0.1268
H 1.2757 1.3889 0.4493 0.1134
H 1.3882 -1.5283 -0.1304 0.0994
H 3.3648 0.5433 -1.0445 0.0770
H 3.8125 -1.0061 -0.4803 0.0701
H 3.6842 0.2490 0.6900 0.0763

***

Record 2
18
Properties=species:S:1:pos:R:3:lowdin_charge:R:1 method="wB97M-V/def2-TZVPD" smiles="C/C=C/C=C/NC" e_lumo_ev=1.19 multiplicity=1 energy_ev=-7887.560 orbital_gap_ev=9.230 e_above_lowest_kcal_mol=68.5 homo_ev=-8.04
C 3.0295 -0.1419 1.5073 -0.1948
N 1.7491 0.0463 2.0034 -0.1028
C 0.6844 -0.4709 1.0940 -0.1453
C -0.2373 0.2806 0.6167 -0.1334
C -1.1121 -0.2124 -0.4687 -0.1711
C -1.8800 0.5484 -1.1382 -0.2117
C -2.6841 0.0182 -2.2143 -0.1367
H 3.4263 0.5152 0.8167 0.0551
H 3.1384 -1.0960 0.9981 0.0812
H 3.7302 -0.1445 2.3185 0.0751
H 1.7188 1.0531 2.0171 0.0961
H 0.9779 -1.5417 0.8292 0.1435
H -0.3761 1.4722 0.7462 0.1621
H -1.0943 -1.3346 -0.5388 0.1382
H -1.9010 1.6603 -0.9502 0.1291
H -3.5005 -0.6588 -1.8472 0.0945
H -3.3362 0.6261 -2.7877 0.0515
H -2.3329 -0.6194 -3.0021 0.0695

***

Record 3
18
Properties=species:S:1:pos:R:3:lowdin_charge:R:1 method="wB97M-V/def2-TZVPD" smiles="C=CC(N)=C(C)C" e_lumo_ev=0.59 multiplicity=1 energy_ev=-7886.527 orbital_gap_ev=8.478 e_above_lowest_kcal_mol=92.3 homo_ev=-7.89
C 1.9965 0.8949 0.9096 -0.0567
N -0.7889 0.4127 1.7545 -0.0298
C -0.4930 0.2299 0.4019 -0.3209
C 0.9033 0.2402 0.0259 -0.2081
C 1.3032 -0.3106 -1.2939 -0.1144
C -1.6204 -1.1673 -1.4214 -0.0577
C -1.6536 -0.2674 -0.4221 -0.1640
H 2.3039 1.8799 0.6661 0.0630
H 1.8880 0.9173 1.9741 0.0560
H 2.8763 0.2951 0.8524 0.0581
H -1.5888 1.1086 2.0712 0.1200
H -1.2154 -0.4896 2.2498 0.1340
H 1.6001 -1.4230 -1.3932 0.1031
H 2.2271 0.2167 -1.7778 0.1028
H 0.4796 -0.3406 -2.0421 0.0520
H -2.1387 -0.8360 -2.4077 0.0814
H -0.9960 -2.1427 -1.6529 0.0970
H -2.5307 0.2072 -0.0217 0.0841

***

Record 4
18
Properties=species:S:1:pos:R:3:lowdin_charge:R:1 method="wB97M-V/def2-TZVPD" smiles=CCC[C@@H](C)C#N e_lumo_ev=0.95 multiplicity=1 energy_ev=-7890.376 orbital_gap_ev=12.113 e_above_lowest_kcal_mol=3.6 homo_ev=-11.17
C -2.2011 0.3910 -0.7104 -0.1148
C -1.3840 -0.7276 -0.0671 -0.2562
C 0.1027 -0.6722 -0.4556 -0.1889
C 0.9707 -0.0281 0.6388 -0.3777
C 2.4580 0.0233 0.2781 -0.0663
C 0.4674 1.3156 0.9714 -0.2067
N 0.0306 2.3591 1.2150 0.1622
H -1.6752 1.3454 -0.6459 0.0555
H -2.3959 0.1849 -1.7678 0.0738
H -3.1653 0.5046 -0.2113 0.0719
H -1.4753 -0.6630 1.0259 0.1071
H -1.8048 -1.6987 -0.3456 0.1027
H 0.5088 -1.6738 -0.6409 0.1151
H 0.2307 -0.1139 -1.3923 0.1228
H 0.8468 -0.6329 1.5465 0.1454
H 2.8170 -0.9933 0.0839 0.0821
H 2.6226 0.6295 -0.6193 0.0882
H 3.0462 0.4500 1.0966 0.0839

***

Record 5
18
Properties=species:S:1:pos:R:3:lowdin_charge:R:1 method="wB97M-V/def2-TZVPD" smiles="C[C@@H]1C=N1.C=CC" e_lumo_ev=1.11 multiplicity=1 energy_ev=-7887.449 orbital_gap_ev=10.427 e_above_lowest_kcal_mol=71.1 homo_ev=-9.32
C 1.2659 -0.7093 -0.6018 -0.3634
C 2.3189 0.3377 -0.4156 -0.0797
C -2.1812 -0.2235 -0.4773 -0.1152
C 0.7768 -1.5116 0.5491 -0.1137
C -1.5373 0.3784 0.7275 -0.2749
C -0.7982 1.4812 0.7177 -0.0286
N 1.5255 -2.1365 -0.2415 0.1320
H 0.5872 -0.5445 -1.4313 0.1054
H 0.3013 -1.6303 1.4906 0.0979
H -1.7951 -0.0905 1.6695 0.0944
H 2.9636 0.1016 0.4320 0.0767
H 1.7994 1.2947 -0.2010 0.0635
H 2.9389 0.4277 -1.3051 0.0698
H -1.8982 0.3079 -1.3834 0.0733
H -3.2687 -0.2002 -0.3814 0.0760
H -1.8973 -1.2705 -0.5825 0.0684
H -0.4881 1.9623 1.6319 0.0560
H -0.6135 2.0253 -0.1972 0.0621

***

Record 6
18
Properties=species:S:1:pos:R:3:lowdin_charge:R:1 method="wB97M-V/def2-TZVPD" smiles="[H]/N=C/[C@H](C)CC=C" e_lumo_ev=1.11 multiplicity=1 energy_ev=-7889.487 orbital_gap_ev=10.696 e_above_lowest_kcal_mol=24.1 homo_ev=-9.59
C -2.3148 -0.2946 -1.2464 -0.0023
C -1.3764 -1.0446 -0.6762 -0.2031
C 0.0952 -0.7481 -0.7585 -0.1934
C 0.7295 -0.2774 0.5705 -0.3793
C 2.1767 0.1422 0.3418 -0.0900
C -0.1144 0.8318 1.1509 -0.2290
N 0.2351 2.0504 1.0906 0.1096
H -0.4860 2.6469 1.4990 0.0487
H -2.0503 0.5862 -1.8289 0.0629
H -3.3729 -0.5236 -1.1565 0.0524
H -1.0694 0.5075 1.5834 0.1135
H -1.6718 -1.9150 -0.0883 0.1038
H 0.6382 -1.6377 -1.1037 0.1172
H 0.2599 0.0385 -1.5049 0.1200
H 0.6978 -1.1164 1.2815 0.1380
H 2.7420 -0.6793 -0.1109 0.0773
H 2.2177 1.0099 -0.3228 0.0753
H 2.6640 0.4233 1.2796 0.0784

***

Record 7
18
Properties=species:S:1:pos:R:3:lowdin_charge:R:1 method="wB97M-V/def2-TZVPD" e_lumo_ev=0.91 multiplicity=1 energy_ev=-7888.418 orbital_gap_ev=8.556 e_above_lowest_kcal_mol=48.7 homo_ev=-7.65
C 1.3411 -0.6506 -2.3104 -0.0965
N 0.0924 -0.9536 -1.5226 -0.0282
C -0.0698 -0.2371 -0.3354 -0.3504
C -1.3136 0.0915 0.1043 -0.0819
C -1.7238 0.7331 1.3664 -0.2078
C -1.1734 1.0252 2.5393 -0.0209
C 1.0742 -0.2490 0.6297 -0.0314
H 1.4386 0.3855 -2.6753 0.0842
H 1.4009 -1.3737 -3.1084 0.0687
H 2.2879 -0.7691 -1.7951 0.0605
H -0.6812 -0.8135 -2.1568 0.1116
H -2.1396 0.2878 -0.5897 0.0948
H -2.8014 0.9270 1.3315 0.0857
H -1.9610 1.4746 3.1789 0.0572
H -0.1433 1.0641 2.8219 0.0267
H 1.0235 0.1978 1.6005 0.0428
H 1.3534 -1.3181 0.7305 0.1060
H 1.9950 0.1781 0.1909 0.0791

***

Record 8
18
Properties=species:S:1:pos:R:3:lowdin_charge:R:1 method="wB97M-V/def2-TZVPD" e_lumo_ev=0.87 multiplicity=1 energy_ev=-7885.328 orbital_gap_ev=8.193 e_above_lowest_kcal_mol=120.0 homo_ev=-7.32
C -2.0927 0.5285 0.3855 -0.1518
C -1.4728 0.5072 -0.9902 -0.2107
C -0.9252 -0.6858 -1.4990 -0.1371
N 0.2741 -1.2034 -0.8345 -0.0651
C 1.2835 -0.2103 -0.3787 -0.2624
C 2.2189 0.7281 1.7009 0.0000
C 1.2228 0.0081 1.0861 -0.1796
H -3.0424 -0.0468 0.1518 0.0706
H -1.6866 -0.3030 1.1038 0.0938
H -2.4559 1.5794 0.6681 0.0864
H -2.0822 1.1389 -1.6737 0.0814
H -1.3287 -1.2462 -2.4017 0.1114
H 0.4570 -2.1968 -1.0953 0.1265
H 1.2688 0.7653 -0.8059 0.0941
H 2.3992 -0.5716 -0.7643 0.1678
H 2.6461 1.6236 1.2762 0.0489
H 2.7626 0.3272 2.5121 0.0323
H 0.5534 -0.7426 1.5589 0.0936